# 1
15
Properties=species:S:1:pos:R:3:forces:R:3:lowdin_charge:R:1 method="wB97M-V/def2-TZVPD" e_lumo_ev=0.8 e_homo_ha=-0.3523 orbital_gap_ev=10.41 max_force_ha_per_bohr=0.0112 spin_multiplicity=1 smiles="O=C1CC[C@@H]1CO" de_lowest_ev=1.2879
O -1.132 0.843 1.856 0.30 0.01 -0.49 0.11
C -0.459 0.860 0.860 -0.17 -0.01 0.36 -0.37
C -0.047 1.945 -0.137 -0.02 0.11 0.04 -0.08
C 0.228 0.797 -1.147 0.04 -0.06 -0.25 -0.12
C 0.168 -0.247 0.007 0.00 -0.10 0.00 -0.20
C -0.533 -1.607 -0.091 -0.18 0.30 -0.14 -0.21
O 0.312 -2.683 0.272 0.06 -0.08 0.29 -0.07
H -0.801 2.699 -0.384 0.14 -0.17 0.06 0.12
H 0.871 2.448 0.189 -0.16 -0.08 -0.02 0.12
H 1.176 0.839 -1.690 -0.20 0.02 0.09 0.11
H -0.589 0.682 -1.868 0.10 -0.03 0.17 0.11
H 1.186 -0.432 0.369 -0.06 0.09 0.01 0.16
H -1.435 -1.581 0.543 0.16 -0.07 -0.18 0.12
H -0.837 -1.822 -1.121 0.00 0.18 0.16 0.12
H 0.475 -2.620 1.221 0.00 -0.10 -0.10 0.09



# 2
72
Properties=species:S:1:pos:R:3:forces:R:3:lowdin_charge:R:1 method="wB97M-V/def2-TZVPD" e_lumo_ev="-15.6 / -15.2" e_homo_ha="-0.7124 / -0.7123" orbital_gap_ev="3.76 / 4.20" total_charge=+4 max_force_ha_per_bohr=0.0748 spin_multiplicity=1
Sn 1.406 -0.655 -0.939 1.99 1.05 2.09 1.25
N 3.962 -0.671 -1.025 -0.19 -0.31 -0.74 -0.04
C 4.778 -1.710 -0.300 0.19 -1.54 -1.09 -0.21
C 5.289 -1.325 1.087 -1.50 1.42 1.69 -0.13
C 4.335 -1.678 2.296 -0.23 -0.27 -0.53 -0.16
C 2.887 -1.212 2.351 -0.07 1.40 1.20 -0.25
N 2.035 -1.653 1.260 -1.73 -2.00 -2.80 -0.11
H 4.133 -0.745 -2.049 0.03 0.12 0.91 0.12
H 4.251 0.265 -0.720 -0.23 0.12 -0.13 0.07
H 5.681 -1.954 -0.937 -0.93 0.48 0.42 0.16
H 4.162 -2.665 -0.374 0.88 0.94 0.53 0.13
H 5.387 -0.197 1.182 0.46 -1.16 -0.57 0.14
H 6.258 -1.807 1.302 -0.42 0.37 -0.30 0.14
H 4.715 -1.412 3.281 0.60 0.33 -0.24 0.13
H 4.262 -2.744 2.361 0.12 -1.01 -0.04 0.11
H 2.747 -0.122 2.396 0.47 -0.06 0.01 0.12
H 2.426 -1.556 3.308 0.50 -0.05 -0.63 0.15
H 1.039 -1.749 1.552 1.05 -0.07 0.10 0.05
H 2.326 -2.614 0.907 -0.42 1.24 0.90 0.12
S -0.596 0.327 0.615 1.11 0.19 -0.94 0.18
Sb -2.450 -0.800 -0.218 -0.54 -2.96 1.04 1.38
C -3.050 -1.874 1.536 -0.44 0.77 -0.94 -0.38
C -4.235 -2.648 1.535 0.45 0.73 -0.24 -0.13
C -4.735 -3.071 2.752 0.47 -0.01 1.24 -0.03
C -4.110 -2.695 3.986 0.56 -0.02 -1.30 0.01
C -2.894 -1.985 3.930 -0.54 -0.18 -0.51 -0.04
C -2.394 -1.522 2.693 1.66 0.39 1.33 -0.17
C -3.917 0.671 -0.387 -0.66 1.18 0.12 -0.31
C -5.226 0.441 0.122 0.80 0.23 -1.32 0.04
C -6.233 1.439 0.089 -0.85 1.24 -0.04 0.08
C -5.931 2.764 -0.256 0.81 -0.84 0.34 0.05
C -4.625 3.013 -0.738 -0.60 -0.36 0.29 0.11
C -3.644 1.948 -0.807 -0.16 -0.41 -0.11 -0.03
C -2.160 -2.185 -1.821 -0.28 0.86 -0.34 -0.39
C -2.252 -3.588 -1.756 -1.09 0.07 -0.59 -0.08
C -2.475 -4.341 -2.938 -0.05 0.68 1.02 0.00
C -2.515 -3.679 -4.175 1.25 -1.49 0.37 -0.02
C -2.219 -2.345 -4.217 -0.05 2.06 -0.16 -0.05
C -2.163 -1.536 -3.044 0.48 -0.47 -2.12 -0.16
H -4.763 -2.810 0.587 0.18 -0.42 0.45 0.11
H -5.566 -3.763 2.794 -0.24 0.26 -0.07 0.13
H -4.563 -2.998 4.936 0.34 0.05 -0.40 0.14
H -2.293 -1.796 4.807 -0.29 0.11 0.23 0.12
H -1.398 -0.905 2.714 -2.12 -1.26 -0.12 0.07
H -5.523 -0.540 0.386 -0.23 -0.84 0.58 0.10
H -7.253 1.093 0.327 0.50 0.55 0.06 0.16
H -6.602 3.601 -0.122 -0.35 -0.21 -0.25 0.15
H -4.323 3.992 -1.098 -0.18 -0.01 0.11 0.15
H -2.692 2.190 -1.238 0.38 0.18 -0.07 0.11
H -2.374 -4.051 -0.803 0.26 -0.47 0.54 0.10
H -2.644 -5.424 -2.860 0.17 0.59 -0.04 0.14
H -2.529 -4.302 -5.077 -0.40 0.49 0.22 0.14
H -2.049 -1.837 -5.180 -0.37 -0.34 0.48 0.13
H -2.064 -0.449 -3.241 -0.08 -0.68 0.56 0.11
C 3.660 3.878 -1.906 0.73 2.16 -0.65 -0.05
C 3.116 3.771 -0.520 -0.62 0.50 0.31 -0.66
C 4.117 4.324 0.515 -0.36 0.10 0.54 -0.02
C 1.714 4.456 -0.374 0.24 -0.65 0.21 -0.03
N 3.065 2.335 -0.240 -0.53 -1.76 2.21 -0.07
N 2.031 1.658 -0.948 -3.05 0.44 -1.64 -0.16
H 3.728 5.006 -2.057 0.15 -1.45 -0.41 0.14
H 2.999 3.488 -2.707 0.41 0.15 0.34 0.08
H 4.683 3.449 -1.930 -0.65 0.26 -0.32 0.11
H 4.397 5.374 0.304 -0.04 -0.64 -0.17 0.11
H 5.004 3.671 0.519 -0.16 0.48 0.10 0.10
H 3.671 4.362 1.545 0.30 -0.27 -0.80 0.11
H 1.943 5.471 -0.029 -0.56 -0.16 -0.03 0.10
H 1.110 3.900 0.413 0.52 0.89 -0.73 0.09
H 1.142 4.526 -1.333 0.44 -0.11 0.75 0.09
H 2.825 2.202 0.777 0.39 0.15 -1.17 0.14
H 2.128 1.889 -1.967 0.66 -0.30 0.81 0.10
H 1.050 2.109 -0.832 1.68 -0.48 0.47 0.07



# 3
25
Properties=species:S:1:pos:R:3:forces:R:3:lowdin_charge:R:1 method="wB97M-V/def2-TZVPD" e_lumo_ev=-3.2 e_homo_ha=-0.4538 orbital_gap_ev=9.17 total_charge=+1 max_force_ha_per_bohr=0.0680 spin_multiplicity=1 de_lowest_ev=1.4502
C 0.050 -0.632 3.947 -0.01 0.35 -0.29 -0.28
C -0.275 -0.486 2.611 0.65 1.03 1.08 -0.32
C 0.012 0.843 2.169 -0.07 -0.41 0.39 -0.35
C -1.170 -1.466 0.697 0.45 3.39 -0.74 0.09
C -0.114 1.392 0.778 0.01 0.14 -0.08 -0.15
C -1.028 0.608 -0.141 -0.89 -2.43 1.34 -0.66
C 0.646 -0.935 -3.134 0.00 0.23 0.22 0.00
C 0.680 -0.326 -1.741 0.31 -0.80 -0.24 -0.40
N 0.507 1.606 3.102 0.10 0.76 -0.23 -0.25
N -0.798 -1.483 1.843 -0.41 -1.30 -0.20 0.10
N -0.511 0.575 -1.537 -0.08 0.29 -0.14 0.04
O 1.773 0.510 -1.523 0.02 0.26 0.03 0.02
S 0.657 0.838 4.533 -0.29 -0.63 -0.44 1.06
Br -2.887 1.240 -0.202 0.85 -0.17 -0.01 0.75
H -0.059 -1.509 4.551 -0.05 -0.26 0.11 0.09
H -1.638 -2.148 0.032 -0.32 -0.46 -0.47 0.10
H -0.418 2.442 0.865 -0.01 -0.06 -0.10 0.13
H 0.896 1.399 0.352 -0.11 -0.03 0.00 0.12
H -0.264 -1.507 -3.288 -0.13 -0.11 -0.02 0.09
H 0.723 -0.162 -3.895 -0.02 0.11 -0.07 0.10
H 1.486 -1.614 -3.258 0.07 -0.06 0.05 0.10
H 0.616 -1.109 -0.966 -0.08 0.34 -0.25 0.14
H -1.281 0.304 -2.161 0.23 0.06 0.16 0.15
H -0.197 1.520 -1.820 -0.17 -0.19 -0.07 0.19
H 2.596 0.100 -1.811 -0.05 -0.06 -0.04 0.13



# 4
49
Properties=species:S:1:pos:R:3:forces:R:3:lowdin_charge:R:1 method="wB97M-V/def2-TZVPD" e_lumo_ev=2.4 e_homo_ha=-0.3114 orbital_gap_ev=10.85 total_charge=-1 max_force_ha_per_bohr=0.0593 spin_multiplicity=1 de_lowest_ev=0.6700
P 1.529 0.389 -0.107 0.14 1.55 -1.22 0.16
F 1.716 0.230 -1.724 1.31 -0.47 -0.41 -0.17
F 1.351 2.014 -0.418 0.12 -0.66 0.28 -0.18
F 0.003 0.147 -0.448 -1.57 -0.37 0.80 -0.14
F 1.193 0.712 1.422 -0.01 -0.56 0.49 -0.14
F 1.794 -1.204 0.118 -0.58 0.30 0.01 -0.15
F 3.088 0.586 0.157 0.48 0.52 -0.10 -0.14
O -3.990 2.043 -0.817 -0.14 -0.47 -1.59 -0.12
H -3.217 2.419 -1.311 -0.91 -0.70 0.39 0.03
H -4.453 1.443 -1.491 1.29 1.03 1.36 0.05
O -1.737 2.824 6.157 0.42 0.45 0.02 -0.07
H -1.446 2.050 5.662 -0.28 -0.49 -0.15 -0.02
H -1.061 3.477 5.932 -0.23 0.01 0.19 0.03
O 3.202 2.203 4.857 -2.87 -0.91 0.51 -0.06
H 2.497 1.575 4.520 1.14 1.19 0.69 0.06
H 3.914 2.008 4.296 1.71 -0.29 -1.24 -0.01
O -1.358 0.699 4.144 1.86 1.09 0.19 -0.05
H -0.879 1.428 3.682 -0.56 -0.85 0.34 0.07
H -2.198 0.693 3.708 -1.23 -0.07 -0.82 0.00
O 2.767 0.464 -4.473 1.35 -1.83 -0.99 -0.03
H 2.268 0.914 -3.820 -0.82 1.24 0.41 0.00
H 2.868 0.854 -5.349 -0.56 0.44 0.76 0.05
O 0.209 -3.584 -1.954 -1.37 -0.40 0.72 -0.03
H -0.096 -3.798 -1.052 0.02 0.19 -0.58 0.07
H 1.146 -3.583 -1.863 1.47 0.20 -0.23 0.02
O -3.448 0.526 1.971 1.05 -0.73 -2.43 -0.14
H -3.065 -0.380 1.677 -0.91 2.15 0.34 0.04
H -3.416 1.082 1.103 -0.17 -1.39 1.95 0.06
O 0.119 -1.622 2.631 -2.25 1.25 -0.65 -0.04
H 0.975 -1.823 2.908 2.24 -0.73 0.56 0.00
H 0.118 -0.642 2.628 -0.25 -0.77 -0.01 0.02
O 5.358 -0.597 -1.149 -0.18 0.17 0.15 -0.08
H 4.717 0.006 -0.735 0.26 -0.40 -0.25 0.01
H 4.818 -1.248 -1.619 0.06 0.14 -0.04 0.00
O -1.509 1.985 -2.818 0.95 0.92 0.82 -0.06
H -1.604 1.034 -2.919 0.27 -0.07 0.16 0.01
H -0.724 2.179 -2.229 -1.21 -0.78 -0.90 0.07
O -2.208 -1.764 0.463 0.28 -0.42 -0.15 -0.07
H -1.336 -1.819 0.906 -0.36 0.02 -0.43 0.02
H -2.090 -1.988 -0.482 0.25 0.42 0.72 0.03
O -4.208 -0.551 -2.292 -0.09 -0.44 0.13 -0.07
H -4.427 -1.139 -1.546 0.28 0.38 -0.41 0.05
H -3.358 -0.872 -2.640 -0.13 0.02 0.25 0.01
O -1.209 -1.312 -2.722 -1.11 0.37 -0.40 -0.04
H -0.748 -0.665 -2.200 0.48 0.47 0.63 -0.01
H -0.623 -2.067 -2.703 0.44 -0.77 0.03 0.00
O 3.058 -2.152 -2.756 -0.05 -0.13 0.88 -0.06
H 2.948 -1.432 -3.380 -0.02 0.34 -0.49 0.00
H 2.753 -1.743 -1.926 -0.01 -0.18 -0.30 0.00



# 5
44
Properties=species:S:1:pos:R:3:forces:R:3:lowdin_charge:R:1 method="wB97M-V/def2-TZVPD" e_lumo_ev=-6.9 e_homo_ha=-0.3428 orbital_gap_ev=2.40 total_charge=+1 max_force_ha_per_bohr=0.0823 spin_multiplicity=1 de_lowest_ev=18.5453
O 3.372 4.452 -2.572 -3.29 0.20 -1.50 -0.25
V 1.871 4.584 -3.137 1.88 1.23 3.58 1.26
O 1.153 5.612 -2.148 1.16 -1.92 -2.09 -0.26
O 1.158 2.519 5.078 1.82 1.54 -1.94 -0.29
V 2.252 3.064 4.036 -2.30 0.94 0.13 1.21
O 1.925 4.528 3.425 0.33 -2.96 1.55 -0.32
O -2.979 5.499 1.670 -0.43 -0.20 -0.49 -0.24
V -4.058 4.630 0.972 0.29 0.35 -2.64 1.24
O -4.133 5.014 -0.592 0.26 -0.57 3.24 -0.28
S -0.329 0.174 0.006 0.00 -2.02 -0.47 0.11
O 0.606 0.378 1.100 1.79 -0.05 2.87 -0.28
O -0.487 -1.221 -0.351 0.02 -0.34 0.08 -0.34
O -1.567 0.748 0.487 -2.03 1.33 0.47 -0.29
O 0.269 0.924 -1.061 0.48 1.91 -2.78 -0.32
O -3.416 -3.546 -3.598 -0.20 0.08 -0.14 -0.05
H -2.878 -4.241 -3.976 0.09 -0.20 -0.10 0.03
H -2.860 -3.153 -2.924 0.13 0.15 0.27 0.03
O 5.244 0.009 4.839 -0.28 0.40 -0.09 -0.06
H 5.206 -0.764 5.403 -0.09 -0.23 0.16 0.04
H 6.139 0.014 4.498 0.25 -0.02 -0.13 0.03
O -1.488 3.793 -5.962 0.36 0.13 0.26 -0.06
H -2.198 3.155 -6.036 -0.17 -0.25 0.05 0.04
H -1.643 4.410 -6.677 -0.04 0.17 -0.21 0.03
O -5.133 -2.101 2.289 -0.32 0.12 0.02 -0.05
H -4.500 -1.469 1.947 0.24 0.09 -0.17 0.02
H -4.620 -2.664 2.869 0.16 -0.21 0.13 0.03
O -0.798 -3.190 4.121 -0.23 0.02 0.18 -0.05
H -0.097 -3.833 4.012 0.13 -0.25 -0.07 0.03
H -0.390 -2.352 3.903 0.06 0.23 -0.17 0.02
O 2.661 -2.998 -3.157 0.23 -0.17 0.06 -0.05
H 1.916 -2.712 -2.627 -0.27 0.15 0.23 0.03
H 2.490 -2.636 -4.026 -0.02 0.06 -0.20 0.03
O 0.750 -6.271 0.670 0.02 -0.06 0.22 -0.05
H 0.996 -6.772 -0.108 0.07 -0.17 -0.17 0.03
H 0.561 -5.393 0.339 -0.10 0.27 -0.05 0.02
O 4.433 -3.039 0.848 0.26 0.00 0.18 -0.05
H 4.029 -3.359 0.042 -0.08 -0.11 -0.27 0.03
H 3.820 -2.384 1.181 -0.20 0.15 0.06 0.02
O -5.716 2.574 4.542 0.14 0.27 -0.39 -0.06
H -6.498 2.733 5.072 -0.25 0.04 0.11 0.04
H -5.154 2.035 5.099 0.18 -0.21 0.11 0.04
O 3.193 1.361 -6.284 -0.14 0.31 0.22 -0.06
H 2.774 0.727 -6.866 -0.17 -0.15 -0.15 0.03
H 4.127 1.163 -6.346 0.27 -0.05 0.01 0.03